Density functional theory data (the ωB97M-V functional and the def2-TZVPD basis) for a cluster of 7 separate species, C40H66N10O6 in total in a non-equilibrium geometry.

Atoms and positions in Å:
C 0.88 -0.46 0.10
C 0.33 0.64 -0.86
C -1.05 1.24 -0.45
C -2.17 0.16 -0.15
N -3.35 0.29 -1.03
C -3.24 -0.45 -2.29
C -3.66 0.56 -3.39
N -4.23 1.09 -4.20
O -1.87 -0.84 -2.60
N -1.69 -0.69 -3.99
O -1.02 -1.57 -4.38
C -4.21 -1.72 -2.22
C -4.82 -1.74 -0.79
N -4.99 -2.01 0.28
C -5.47 -1.59 -3.18
C -6.57 -0.64 -2.67
O -7.70 -0.96 -2.85
O -6.33 0.58 -2.06
C -7.21 0.86 -1.00
C -7.66 -0.16 0.06
O -7.58 1.97 -0.91
O -3.61 -2.92 -2.58
C -2.82 -3.54 -1.56
C -3.54 -4.74 -0.85
C -2.69 -5.28 0.36
C -3.13 -4.52 1.66
H 1.96 -0.68 -0.05
H 0.35 -1.41 -0.16
H 0.63 -0.29 1.17
H 1.11 1.44 -0.91
H 0.33 0.19 -1.88
H -0.86 1.88 0.44
H -1.35 1.93 -1.27
H -2.52 0.40 0.87
H -1.76 -0.87 -0.09
H -3.40 1.28 -1.26
H -5.92 -2.60 -3.16
H -5.17 -1.42 -4.23
H -8.76 -0.05 0.16
H -7.19 -0.01 1.05
H -7.48 -1.21 -0.25
H -2.36 -2.84 -0.83
H -1.95 -4.01 -2.08
H -3.62 -5.54 -1.61
H -4.55 -4.43 -0.51
H -1.60 -5.23 0.18
H -3.02 -6.33 0.51
H -2.81 -5.09 2.55
H -2.64 -3.52 1.70
H -4.23 -4.40 1.72
C 3.55 1.67 3.03
C 3.52 3.20 3.13
C 2.20 3.79 2.64
C 1.99 3.45 1.22
N 1.84 3.17 0.12
H 3.46 1.34 2.00
H 4.49 1.29 3.42
H 2.74 1.23 3.61
H 4.35 3.61 2.56
H 3.68 3.49 4.17
H 2.21 4.88 2.74
H 1.36 3.41 3.23
C 7.17 3.77 -0.18
C 6.87 2.59 -1.10
C 6.15 1.45 -0.38
C 7.00 0.94 0.74
N 7.65 0.55 1.58
H 7.83 3.50 0.64
H 7.65 4.57 -0.74
H 6.24 4.17 0.25
H 7.81 2.22 -1.52
H 6.26 2.93 -1.93
H 5.95 0.63 -1.07
H 5.20 1.79 0.02
C -5.71 -7.73 2.59
C -5.53 -8.66 3.78
C -5.33 -7.91 5.10
C -4.11 -7.07 5.02
N -3.18 -6.42 4.96
H -4.83 -7.12 2.42
H -5.88 -8.31 1.68
H -6.57 -7.07 2.73
H -4.67 -9.32 3.59
H -6.41 -9.31 3.87
H -5.21 -8.61 5.92
H -6.19 -7.27 5.31
C -3.99 1.96 4.10
C -2.72 2.36 4.86
C -1.48 2.37 3.96
C -1.24 1.02 3.40
N -1.06 -0.02 2.97
H -3.92 0.94 3.71
H -4.85 1.99 4.77
H -4.18 2.64 3.27
H -2.57 1.67 5.69
H -2.86 3.35 5.28
H -0.60 2.67 4.54
H -1.61 3.08 3.14
C 11.76 2.45 -0.37
C 11.67 3.26 -1.66
C 11.71 4.77 -1.42
C 10.57 5.19 -0.57
N 9.69 5.51 0.08
H 10.91 2.65 0.29
H 11.76 1.38 -0.59
H 12.68 2.68 0.18
H 10.75 3.00 -2.18
H 12.50 2.98 -2.31
H 11.66 5.31 -2.37
H 12.64 5.06 -0.92
C 0.01 1.56 -6.00
C -0.29 2.65 -4.99
C 0.72 3.81 -5.03
C 2.08 3.30 -4.72
N 3.12 2.91 -4.49
H 0.97 1.09 -5.81
H -0.75 0.78 -5.96
H 0.02 1.96 -7.02
H -0.31 2.22 -3.98
H -1.29 3.05 -5.18
H 0.45 4.57 -4.29
H 0.72 4.27 -6.01

Values from the calculation:
Net charge = 0
Frontier orbital gap = 9.257 eV
SMILES = CCCCN[C@@](C#N)(ON=O)[C@@](C#N)(CC(=O)OC(C)=O)OCCCC.CCCC#N.CCCC#N.CCCC#N.CCCC#N.CCCC#N.CCCC#N

These are the Löwdin partial charges, in e, on atoms 1 to 5: -0.108, -0.276, -0.168, -0.178, 0.020

=====

Density functional theory data (the ωB97M-V functional and the def2-TZVPD basis) for a cluster of 11 separate species, C40H66O29S2 in total in a non-equilibrium geometry.

Atoms and positions in Å:
C -1.18 -0.82 0.95
C 0.21 -1.07 0.32
C 0.92 0.18 -0.31
O 2.25 0.11 0.05
C 2.35 -0.71 1.07
O 3.36 -1.02 1.70
O 1.11 -1.17 1.37
H -1.29 0.19 1.33
H -1.28 -1.37 1.88
H -1.99 -1.09 0.27
H 0.27 -1.99 -0.26
H 0.52 1.12 0.07
H 1.03 0.10 -1.39
C -4.06 3.25 -6.61
C -3.18 3.35 -5.41
C -2.79 2.05 -4.73
O -1.47 2.28 -4.34
C -0.90 3.17 -5.11
O 0.34 3.32 -5.26
O -1.89 3.73 -5.90
H -4.10 4.11 -7.27
H -5.06 3.02 -6.24
H -3.60 2.43 -7.17
H -3.60 4.13 -4.77
H -2.60 1.16 -5.34
H -3.47 1.87 -3.89
C 1.68 -5.77 0.65
C 0.43 -6.41 1.35
C -0.17 -5.53 2.43
O -1.54 -5.29 1.96
C -1.74 -5.88 0.79
O -2.82 -6.02 0.14
O -0.60 -6.47 0.37
H 2.42 -5.37 1.34
H 1.47 -4.94 -0.02
H 2.26 -6.50 0.08
H 0.56 -7.39 1.82
H 0.31 -4.55 2.45
H -0.15 -5.94 3.44
C 6.24 5.48 1.60
C 5.40 4.12 1.80
C 5.13 3.81 3.26
O 3.79 3.95 3.47
C 3.19 4.28 2.21
O 1.99 4.34 2.04
O 4.10 4.39 1.35
H 5.72 6.25 2.17
H 6.22 5.90 0.59
H 7.32 5.49 1.78
H 5.93 3.27 1.37
H 5.59 4.57 3.88
H 5.44 2.82 3.60
C 2.30 0.07 7.48
C 0.96 0.82 7.56
C 0.37 1.28 6.21
O -0.99 0.90 6.27
C -1.24 0.21 7.41
O -2.34 -0.14 7.78
O -0.10 -0.04 8.02
H 3.09 0.71 7.09
H 2.29 -0.85 6.89
H 2.65 -0.16 8.48
H 0.96 1.72 8.17
H 0.82 0.94 5.28
H 0.48 2.36 6.15
C 6.49 3.80 -3.68
C 5.78 2.60 -3.10
C 5.22 1.55 -4.12
O 5.87 0.43 -3.66
C 6.81 0.64 -2.62
O 7.69 -0.11 -2.30
O 6.68 1.88 -2.29
H 5.84 4.46 -4.24
H 7.29 3.42 -4.32
H 7.10 4.42 -3.01
H 5.01 3.03 -2.46
H 5.41 1.78 -5.17
H 4.18 1.28 -3.93
C -5.59 4.88 4.41
C -5.23 4.99 2.94
C -3.77 4.78 2.56
O -3.83 3.77 1.57
C -5.08 3.43 1.27
O -5.48 2.67 0.35
O -5.88 4.04 2.10
H -5.40 3.96 4.96
H -6.62 5.21 4.54
H -5.12 5.66 5.02
H -5.55 5.95 2.54
H -3.24 4.35 3.41
H -3.38 5.77 2.31
C -3.76 -2.98 -3.60
C -5.34 -2.96 -3.85
C -6.15 -2.80 -2.54
O -6.92 -1.64 -2.72
C -6.59 -1.05 -3.89
O -7.04 0.04 -4.32
O -5.74 -1.85 -4.60
H -3.50 -3.76 -2.89
H -3.51 -1.96 -3.34
H -3.28 -3.39 -4.49
H -5.54 -3.90 -4.37
H -5.44 -2.61 -1.74
H -6.78 -3.67 -2.38
C -0.60 0.09 -8.82
C 0.22 -1.08 -8.28
C 1.65 -0.61 -8.16
O 2.10 -1.13 -6.92
C 1.07 -1.54 -6.25
O 1.12 -1.93 -5.10
O -0.03 -1.43 -6.93
H -0.31 0.47 -9.80
H -0.42 0.92 -8.13
H -1.67 -0.13 -8.81
H 0.22 -1.97 -8.91
H 1.82 0.46 -8.09
H 2.14 -1.08 -9.03
C 7.14 -4.33 3.99
S 5.61 -4.53 5.02
O 4.57 -5.51 4.38
C 6.38 -5.59 6.33
H 6.87 -4.03 2.98
H 7.56 -5.30 3.70
H 7.88 -3.73 4.50
H 5.67 -5.94 7.08
H 7.07 -4.96 6.89
H 6.85 -6.43 5.83
C -7.10 -2.38 2.01
S -7.39 -2.02 3.75
O -6.90 -3.31 4.46
C -6.04 -0.77 3.86
H -7.49 -1.58 1.39
H -7.55 -3.30 1.64
H -6.03 -2.53 1.87
H -6.05 -0.22 2.92
H -5.09 -1.32 3.87
H -6.17 -0.16 4.75

Values from the calculation:
Energy relative to the best compared isomer or geometry (same formula, charge and spin) = 2.861 eV
Net charge = 0
Frontier orbital gap = 8.804 eV

These are the Löwdin partial charges, in e, on atoms 1 to 5: -0.004, -0.286, -0.094, 0.081, -0.539

=====

Density functional theory data (the ωB97M-V functional and the def2-TZVPD basis) for a structure of composition C40H68FIN2O2SbSi3Zr in a non-equilibrium geometry.

Atoms and positions in Å:
Zr 0.06 -0.45 0.04
C -0.95 -2.19 -1.35
C -1.42 -3.40 -0.66
C -0.34 -4.28 -0.59
C 0.75 -3.66 -1.29
C 0.39 -2.44 -1.81
C 1.07 -1.82 -3.02
C 2.58 -2.12 -3.00
C 0.46 -2.47 -4.28
C 0.83 -0.32 -3.13
C -0.17 -5.73 -0.08
C -0.51 -5.94 1.42
C -1.00 -6.67 -0.96
C 1.29 -6.17 -0.25
C -2.94 -3.54 -0.44
C -3.54 -3.99 -1.78
C -3.55 -2.18 -0.09
C -3.40 -4.51 0.65
H -1.66 -1.62 -1.95
H 1.73 -4.10 -1.42
H 2.76 -3.18 -3.20
H 3.02 -1.88 -2.03
H 3.09 -1.55 -3.77
H 0.55 -3.55 -4.22
H 0.98 -2.12 -5.18
H -0.60 -2.21 -4.37
H 1.06 0.22 -2.19
H -0.19 -0.11 -3.43
H 1.50 0.12 -3.87
H -1.03 -5.10 1.88
H 0.41 -6.10 2.00
H -1.13 -6.83 1.56
H -2.07 -6.55 -0.79
H -0.74 -7.71 -0.75
H -0.80 -6.48 -2.02
H 1.98 -5.49 0.26
H 1.59 -6.25 -1.30
H 1.41 -7.16 0.20
H -3.27 -3.30 -2.58
H -4.64 -4.01 -1.71
H -3.20 -4.99 -2.06
H -3.52 -1.50 -0.94
H -3.04 -1.72 0.75
H -4.60 -2.31 0.19
H -3.07 -5.53 0.48
H -4.49 -4.52 0.67
H -3.06 -4.20 1.64
C -4.35 1.01 0.42
C -3.46 1.57 1.48
N -3.98 2.48 2.30
C -3.26 2.97 3.31
C -1.97 2.57 3.59
C -1.28 3.18 4.80
O -2.06 3.07 5.98
C -1.39 1.63 2.72
C -0.10 1.03 3.06
N 0.59 0.24 2.33
C 1.76 -0.31 2.96
C 2.72 0.48 3.57
C 3.82 -0.12 4.18
C 3.96 -1.50 4.16
C 2.99 -2.29 3.55
C 1.91 -1.68 2.95
I 0.41 -2.76 1.96
C -2.13 1.15 1.64
O -1.60 0.26 0.79
H -4.96 1.81 0.00
H -5.03 0.28 0.86
H -3.80 0.50 -0.36
H -3.74 3.71 3.95
H -1.17 4.25 4.63
H -0.28 2.79 4.95
H -2.28 2.14 6.13
H 0.27 1.22 4.06
H 2.62 1.56 3.56
H 4.57 0.49 4.65
H 4.82 -1.97 4.63
H 3.09 -3.37 3.53
F 1.96 -0.55 -0.03
C -1.05 5.20 1.44
Si 0.63 4.88 0.70
C 0.94 6.13 -0.64
C 1.91 4.98 2.04
Sb 0.71 2.47 -0.22
Si -0.78 2.91 -2.29
C -1.90 1.39 -2.34
C -1.94 4.34 -2.08
C 0.22 3.14 -3.84
Si 3.20 2.56 -0.94
C 3.64 1.43 -2.34
C 3.77 4.27 -1.40
C 4.08 2.02 0.61
H -1.14 6.27 1.66
H -1.19 4.64 2.36
H -1.86 4.93 0.75
H 1.33 7.04 -0.16
H 0.00 6.39 -1.14
H 1.65 5.80 -1.39
H 1.81 5.94 2.56
H 2.93 4.91 1.65
H 1.78 4.17 2.77
H -2.87 1.66 -1.91
H -1.52 0.56 -1.74
H -2.07 1.02 -3.36
H -2.57 4.22 -1.19
H -2.60 4.37 -2.96
H -1.43 5.30 -2.01
H 1.15 2.56 -3.83
H 0.48 4.20 -3.96
H -0.37 2.83 -4.72
H 3.06 1.63 -3.24
H 3.52 0.38 -2.06
H 4.70 1.60 -2.58
H 3.30 4.63 -2.32
H 4.86 4.22 -1.57
H 3.59 5.01 -0.61
H 3.79 1.00 0.88
H 3.85 2.69 1.45
H 5.16 2.05 0.45

Values from the calculation:
Energy relative to the best compared isomer or geometry (same formula, charge and spin) = 1.922 eV
Net charge = +1
Frontier orbital gap = 6.500 eV

These are the Löwdin partial charges, in e, on atoms 1 to 5: 1.444, -0.233, -0.186, -0.235, -0.066

=====

E_LUMO across the listed records, respectively: -0.5 0.2 -3.4 eV.
HOMO across the listed records, respectively: -0.3593 -0.3150 -0.3639 hartree.